# C33H78F15N6O21S5

A cluster of 11 separate species, C33H78F15N6O21S5 in total at a distorted geometry (ωB97M-V/def2-TZVPD, the Open Molecules 2025 dataset).

* E_LUMO: -0.123 Ha
* energy: -6701.2576 a.u.
* charge: +1

Last column: Löwdin charge in e.
Cartesian coordinates (Å):
C -25.0339 2.4864 19.5120  0.033
C -23.7773 3.2261 19.9221  -0.388
O -23.4332 4.3009 19.5734  0.159
N -23.0187 2.4696 20.9839  0.096
H -23.2113 2.8309 21.9222  0.185
H -23.4258 1.5293 21.0132  0.184
C -21.5159 2.6226 20.9024  0.032
H -24.7494 1.7041 18.7973  0.071
H -25.7203 3.1382 18.9719  0.104
H -25.6233 2.1967 20.3836  0.105
H -21.2156 2.2205 19.9340  0.094
H -21.1993 1.9021 21.6568  0.097
H -21.2868 3.6588 21.1236  0.098
C -20.8461 -1.7822 26.5497  -0.011
N -21.1999 -2.4394 25.2629  -0.323
C -22.7202 -2.6116 25.1327  0.046
C -20.7551 -1.5114 24.1373  0.013
C -20.4537 -3.7645 24.9915  -0.058
C -18.9518 -3.6742 24.8604  -0.207
O -18.3335 -3.0457 25.9685  -0.065
H -19.7794 -1.5953 26.6491  0.091
H -21.1713 -2.2739 27.4627  0.117
H -21.2268 -0.7596 26.5034  0.103
H -22.8247 -3.3946 25.8836  0.111
H -23.1376 -2.9270 24.1786  0.109
H -23.1506 -1.6752 25.4778  0.101
H -20.7918 -2.0762 23.2090  0.085
H -19.7394 -1.1719 24.3131  0.098
H -21.5443 -0.7689 24.0352  0.101
H -20.9973 -4.1537 24.1350  0.105
H -20.8148 -4.4079 25.7961  0.148
H -18.6120 -3.2156 23.9286  0.104
H -18.6082 -4.7110 24.8436  0.122
H -17.4441 -3.4051 26.0404  0.105
C -18.2485 -2.7485 21.1007  0.032
N -18.2328 -2.6361 19.5634  -0.268
C -16.9189 -3.2706 19.0594  0.018
C -19.3530 -3.4009 18.9321  0.012
C -18.2387 -1.1965 19.0198  -0.067
C -18.6919 -0.0889 19.9864  -0.214
O -20.0427 -0.2627 20.3624  -0.102
H -17.4520 -2.1192 21.4935  0.064
H -18.0254 -3.7137 21.5516  0.107
H -19.2236 -2.3826 21.4046  0.079
H -16.7409 -3.2614 17.9889  0.113
H -16.8078 -4.2487 19.5230  0.084
H -16.1764 -2.6663 19.5740  0.060
H -19.4015 -4.4621 19.1758  0.108
H -19.1740 -3.3743 17.8592  0.113
H -20.2922 -2.9746 19.2815  0.090
H -18.6503 -1.2414 18.0162  0.135
H -17.1755 -0.9605 18.9229  0.106
H -18.6665 0.8915 19.5011  0.103
H -18.0438 -0.0357 20.8590  0.084
H -20.6412 -0.3344 19.6059  0.004
C -21.2283 6.6528 16.2213  0.006
N -20.4893 5.4520 16.7610  -0.329
C -19.1417 5.3335 16.1134  0.018
C -20.2793 5.7047 18.2299  -0.005
C -21.3844 4.2209 16.4467  -0.044
C -20.6507 2.8818 16.4523  -0.220
O -19.8737 2.7050 17.6055  -0.098
H -22.2442 6.6279 16.6072  0.112
H -21.2524 6.5413 15.1386  0.107
H -20.6808 7.5570 16.4737  0.110
H -18.6907 4.4107 16.4707  0.081
H -18.4615 6.1546 16.3186  0.117
H -19.2723 5.1843 15.0418  0.121
H -19.7484 4.8370 18.6252  0.077
H -21.1696 5.6874 18.8562  0.094
H -19.6352 6.5690 18.3614  0.107
H -21.7633 4.5164 15.4702  0.132
H -22.2011 4.3214 17.1598  0.121
H -20.0419 2.8223 15.5444  0.134
H -21.4311 2.1126 16.4040  0.115
H -19.1978 2.0313 17.3379  0.036
C -12.7391 -3.8660 19.5299  0.004
N -11.5732 -2.9461 19.2547  -0.313
C -12.1151 -1.5792 18.7738  0.050
C -10.9643 -2.7218 20.6402  0.013
C -10.5025 -3.5343 18.3698  -0.099
C -11.0347 -4.2844 17.1468  -0.225
O -11.5229 -5.5416 17.5075  -0.046
H -12.3632 -4.7979 19.9446  0.116
H -13.3511 -4.1598 18.6771  0.110
H -13.4613 -3.4003 20.2009  0.090
H -12.6048 -1.8327 17.8337  0.097
H -11.3068 -0.8895 18.5462  0.110
H -12.8323 -1.2207 19.5060  0.085
H -10.0194 -2.1798 20.6724  0.112
H -10.7113 -3.7275 20.9734  0.105
H -11.6470 -2.2378 21.3360  0.107
H -9.8432 -4.1571 18.9721  0.137
H -9.9023 -2.6801 18.0503  0.136
H -10.2138 -4.4433 16.4440  0.135
H -11.7975 -3.6459 16.6976  0.123
H -10.8847 -6.2572 17.4862  0.109
C -17.7342 3.5191 21.4788  0.008
N -16.4500 4.2149 21.7964  -0.334
C -16.6899 5.6474 22.1563  0.003
C -15.9070 3.5567 23.0355  0.017
C -15.4854 4.1725 20.6233  -0.075
C -15.6899 5.1639 19.4680  -0.212
O -16.9496 4.8413 18.9018  -0.122
H -18.1308 4.0514 20.6172  0.084
H -18.4440 3.5842 22.3042  0.105
H -17.5596 2.4626 21.2807  0.097
H -17.2378 5.7603 23.0925  0.111
H -17.4460 6.0154 21.4613  0.108
H -15.7416 6.1729 22.1831  0.118
H -15.6305 2.5291 22.8133  0.081
H -16.6814 3.5229 23.7983  0.111
H -15.0576 4.1588 23.3497  0.114
H -15.3914 3.1563 20.2417  0.131
H -14.5255 4.3853 21.1053  0.140
H -14.8956 4.9755 18.7412  0.135
H -15.6390 6.2166 19.7488  0.116
H -16.6679 4.1583 18.2323  0.021
C -16.8741 -6.8009 21.1389  -0.650
F -17.9137 -6.1967 20.5212  0.084
F -16.3699 -7.6843 20.2732  0.121
F -15.9241 -5.8662 21.3320  0.079
S -17.3121 -7.6188 22.7711  0.483
O -15.9774 -7.6946 23.3924  -0.355
O -18.2330 -6.7017 23.4481  -0.367
O -17.8775 -8.9192 22.4272  -0.321
C -15.1253 0.7962 17.0290  -0.678
F -14.0741 1.2569 16.3588  0.147
F -15.3293 -0.4637 16.6843  0.148
F -14.9657 0.8684 18.3519  0.123
S -16.5820 1.8652 16.5620  0.560
O -16.2483 3.2082 17.0407  -0.316
O -16.6098 1.8713 15.1119  -0.282
O -17.7588 1.2745 17.2086  -0.312
C -21.9756 -4.9126 21.7802  -0.643
F -22.6605 -5.0097 22.9297  0.098
F -21.1666 -3.8208 21.8519  0.053
F -21.2196 -5.9819 21.6024  0.164
S -23.2226 -4.5531 20.4128  0.469
O -22.5011 -4.2307 19.1865  -0.337
O -24.0484 -5.7469 20.3148  -0.321
O -23.9516 -3.4082 20.9636  -0.362
C -22.8879 -1.4297 16.2451  -0.662
F -23.9865 -1.2611 15.5243  0.146
F -22.7761 -2.7269 16.5096  0.149
F -21.8424 -1.0047 15.5434  0.133
S -22.9334 -0.4757 17.8953  0.538
O -23.7984 -1.1027 18.8642  -0.278
O -21.4876 -0.4847 18.2082  -0.351
O -23.2868 0.9077 17.5467  -0.372
C -16.0041 -0.8292 23.4443  -0.654
F -15.9050 -2.1055 23.7731  0.160
F -17.2893 -0.5301 23.1231  0.075
F -15.6558 -0.0369 24.4424  0.148
S -14.9391 -0.4213 21.9319  0.455
O -15.5628 0.7598 21.3878  -0.337
O -13.6120 -0.2053 22.4822  -0.324
O -14.8513 -1.5611 21.0457  -0.335